42
Properties=species:S:1:pos:R:3:forces:R:3 method="wB97M-V/def2-TZVPD" homo_energy_ev=-6.14 energy_ha=-918.0660 e_above_lowest_kj_mol=459.7 total_charge=-1 mol_weight_g_mol=243.3
O -2.245 0.120 -0.137 0.113 -3.433 -1.769
N 0.668 -2.044 2.788 -1.835 -1.692 -2.163
H 0.176 2.727 2.362 -1.644 0.967 2.892
H 1.579 0.773 -3.718 0.279 -0.734 0.601
H 0.299 0.450 3.114 0.419 -0.431 -0.205
H -1.781 2.653 -1.466 -0.424 -0.487 0.005
H -0.121 -0.621 0.975 1.397 1.447 0.016
H 0.278 -2.999 2.805 0.138 0.742 -1.072
H -1.440 -0.506 -0.475 -0.549 1.428 -0.431
H 2.576 0.964 -0.428 0.954 -0.853 0.928
O 3.503 0.628 -0.576 -1.583 0.835 2.155
O 1.816 0.092 -3.046 0.665 1.130 -1.229
H 2.408 -2.418 -1.733 -3.465 -1.897 0.576
H 3.422 0.740 -1.488 0.549 -0.235 -3.016
H -0.528 0.310 -2.537 -1.053 0.172 0.150
O 1.433 -2.859 -1.574 5.053 0.683 -0.636
H -2.205 0.170 1.819 0.514 -0.519 2.138
H 1.179 -2.056 3.589 2.053 0.573 2.659
H -2.312 -2.095 0.481 -0.459 -0.576 -0.211
O -2.644 2.217 -1.458 -0.849 0.216 -0.770
O -1.847 -2.794 -0.013 2.113 2.042 0.465
H 0.982 2.614 1.258 0.070 -1.015 -1.660
H 1.843 1.001 2.443 1.479 0.075 0.513
C 0.192 1.947 1.680 0.646 2.685 -2.568
H -1.009 -2.184 -0.227 -1.849 -2.166 -0.296
H -3.053 1.444 0.854 0.246 -0.485 1.707
H -0.904 -1.445 -2.092 -1.218 -1.193 -1.308
C 1.416 -1.584 1.637 1.320 1.934 -2.431
H 0.934 -2.054 -1.679 -1.342 0.986 0.190
H -1.695 2.831 0.801 1.458 -0.129 -0.158
C -1.051 1.919 0.749 0.604 -0.523 1.228
H -2.550 1.261 -1.125 0.312 0.910 0.033
H 0.989 0.019 -2.577 -0.236 -0.551 0.772
O -0.451 -0.978 -1.430 1.460 0.992 1.247
H 1.494 -2.091 0.612 -0.715 -0.621 1.980
C -2.121 0.839 1.026 -1.728 2.747 -2.589
H -0.803 1.661 -0.315 0.476 0.669 1.375
H 2.483 -1.336 1.835 -0.521 -0.418 0.499
O -0.851 0.980 -3.187 -1.106 0.528 -0.064
N 0.866 -0.254 1.133 -1.170 -2.225 1.059
H -1.778 1.214 -2.883 1.601 -0.299 -0.441
C 0.853 0.745 2.200 -2.172 -1.282 -0.172


16
Properties=species:S:1:pos:R:3:forces:R:3 method="wB97M-V/def2-TZVPD" homo_energy_ev=-4.23 energy_ha=-362.6918 e_above_lowest_kj_mol=40.9 total_charge=-1 mol_weight_g_mol=96.1
H -1.004 -3.004 -0.033 0.126 0.069 0.123
O 0.241 -0.743 -0.769 -0.024 0.933 -0.582
H 0.745 1.873 -1.337 0.390 -0.431 -0.163
H 1.504 -0.179 0.652 0.542 0.519 -0.038
C -0.169 2.012 0.433 1.694 -0.428 1.086
H 2.136 0.053 -1.058 -0.050 -0.350 0.303
C 1.256 0.109 -0.387 -0.762 -0.328 -0.190
H -2.142 -0.770 0.963 -0.060 0.057 0.000
H -0.071 -2.293 -1.019 -0.072 -0.948 0.639
H -1.192 1.871 0.080 0.089 0.010 -0.308
H -0.050 1.419 1.343 -0.502 0.091 0.139
N 0.966 1.556 -0.397 -0.887 0.549 -0.242
H 0.061 3.047 0.733 -0.550 -0.048 -0.285
H -0.653 -0.847 0.307 -0.091 0.206 0.710
O -0.398 -3.220 -0.749 0.044 0.378 -0.653
O -1.230 -0.885 1.239 0.114 -0.279 -0.538


9
Properties=species:S:1:pos:R:3:forces:R:3 method="wB97M-V/def2-TZVPD" homo_energy_ev=-8.12 energy_ha=-1072.0175 e_above_lowest_kj_mol=341.2 mol_weight_g_mol=313.9
H -1.923 0.426 -2.746 -1.791 -0.877 0.186
H -1.019 1.613 -2.160 -1.032 -0.812 1.959
S -3.822 -0.869 2.818 -1.936 -0.429 2.661
H -3.744 0.421 3.335 0.479 -0.664 -0.332
C -3.159 -0.662 1.412 1.487 0.240 -3.428
I -3.361 2.035 -0.456 0.849 -0.449 -1.968
I -3.454 -2.191 -0.103 0.099 0.476 1.222
H -1.578 0.261 -0.918 0.924 -0.907 0.152
C -1.803 0.852 -1.764 0.922 3.422 -0.453


6
Properties=species:S:1:pos:R:3:forces:R:3 method="wB97M-V/def2-TZVPD" homo_energy_ev="-8.76 / -9.77" energy_ha=-934.1824 s_squared=2.0072 e_above_lowest_kj_mol=75.0 mol_weight_g_mol=210.0 spin_multiplicity=3
F -2.998 -2.244 -0.782 0.517 0.350 0.583
F -2.464 -1.859 1.310 0.048 0.339 -0.955
C -2.494 -1.331 0.067 -0.710 -1.001 0.337
H 0.794 -1.323 0.437 -0.166 0.320 -0.512
S 0.443 -0.636 -0.692 0.304 -0.294 0.478
I -3.529 0.483 -0.075 0.007 0.286 0.069


15
Properties=species:S:1:pos:R:3:forces:R:3 method="wB97M-V/def2-TZVPD" homo_energy_ev=-9.75 energy_ha=-1662.1027 e_above_lowest_kj_mol=75.3 mol_weight_g_mol=193.1
O 1.699 -2.746 0.364 0.436 -1.118 -1.568
H 2.051 -0.863 -1.631 1.304 0.327 -0.470
H -3.920 1.026 0.458 0.336 0.941 -0.465
O 1.113 -0.935 -1.523 -0.208 -0.973 1.141
H 2.204 -0.313 2.777 -0.605 0.666 1.853
C 2.536 -0.719 1.884 -1.608 -2.844 -1.586
S 0.850 -1.656 -0.057 0.216 0.732 1.823
C -3.819 -0.010 0.240 0.542 -0.618 1.393
H 2.539 -1.833 1.891 1.030 0.815 0.699
Cl -2.317 -2.334 0.338 -0.697 1.221 0.026
H 3.422 -0.255 1.582 1.501 0.410 -0.610
Cl -1.151 0.345 0.331 -0.958 0.563 0.208
C -2.613 -0.570 0.333 -0.394 -0.744 -0.589
H -4.759 -0.510 0.392 0.072 -0.761 -0.443
O 1.498 -0.472 0.933 -0.968 1.383 -1.411


90
Properties=species:S:1:pos:R:3:forces:R:3 method="wB97M-V/def2-TZVPD" homo_energy_ev=-7.40 energy_ha=-3312.5218 mol_weight_g_mol=664.2
N -6.103 2.544 -0.570 0.080 0.078 1.856
H -7.059 0.760 0.046 -0.047 0.012 -0.066
C 1.485 0.838 4.849 -0.082 -0.232 -0.008
H -5.336 0.315 -3.397 -0.039 0.000 0.042
H 4.908 -3.919 -2.529 -1.490 1.156 0.067
H 0.630 0.656 -4.109 -0.113 0.317 0.004
O -8.139 2.307 -1.718 0.404 -3.876 -1.756
C 3.030 -2.952 2.582 0.250 0.225 -0.195
H 1.745 -5.400 -3.217 -0.860 1.505 0.691
B -0.347 0.090 -3.763 -2.759 -1.057 0.409
O 3.217 -3.868 -1.302 -1.938 0.517 -2.017
H -4.195 0.431 -2.044 0.158 -0.193 -0.015
C -4.522 0.913 -2.974 -0.068 0.197 -0.172
B -0.614 -2.173 -3.600 -1.352 0.487 0.207
H 0.152 -5.047 -2.316 1.683 0.841 -0.520
H 4.594 -0.363 7.367 0.057 -0.038 0.091
H 2.839 -0.170 -4.382 1.590 -0.287 -0.018
H 2.750 -2.216 1.824 0.085 -0.121 0.151
H 4.538 1.791 5.599 0.114 0.193 0.097
O 1.170 -2.965 -0.846 2.133 -3.431 -3.259
H -5.295 0.755 0.206 0.069 -0.126 0.202
H -2.045 -0.641 -0.816 0.084 -0.082 -0.151
C -5.482 3.650 0.115 0.264 0.224 -0.036
H -8.399 2.753 -4.250 -0.011 0.143 0.153
H 0.829 -1.006 6.643 0.030 0.165 -0.316
H 2.654 -0.783 -1.577 1.406 -0.255 0.641
H -7.031 5.828 -3.442 -0.124 -0.454 -0.030
H -8.032 4.378 -4.799 0.248 -0.013 0.216
P 3.505 -0.737 4.013 3.033 -5.926 4.461
H 5.349 1.289 4.106 -0.026 -0.043 -0.063
O 4.665 -0.961 3.019 -2.070 3.155 -2.025
C -6.196 1.375 0.299 0.006 -0.169 -0.495
N 4.563 -0.294 5.269 1.507 0.573 0.936
H 6.042 -1.011 6.587 -0.005 0.061 -0.113
H -3.170 3.178 -3.280 -0.217 -0.268 -0.059
O -1.290 -2.139 -2.330 1.352 2.365 -1.675
H 4.032 -3.330 2.344 -0.005 0.009 -0.193
O 4.948 1.159 -2.827 0.097 -5.217 -1.395
C 5.181 1.024 5.150 -0.435 0.009 -0.282
H 4.356 -3.427 5.170 0.065 -0.051 0.089
C 1.820 -3.742 -1.601 -1.291 2.813 2.994
N 2.121 -0.456 5.108 -2.571 2.829 -2.772
H 3.292 -1.489 0.006 0.574 0.632 -1.843
H -6.014 3.898 1.042 -0.076 -0.099 -0.036
H 2.659 -3.394 5.752 0.167 0.084 0.284
O -0.841 -1.060 -4.525 2.135 -0.206 2.924
H 3.353 -2.084 -6.246 0.650 0.702 0.702
H 1.483 1.057 3.776 0.048 0.001 -0.011
C 3.957 -0.186 -4.600 0.686 0.794 -0.329
H -5.445 4.568 -0.463 -0.048 -0.079 -0.178
C -6.545 5.100 -2.781 0.556 0.149 0.116
C 1.096 -4.561 -2.772 -0.242 -0.748 1.033
C 3.610 -0.961 -0.971 -0.017 0.386 0.858
C 4.863 -0.023 -3.260 -0.482 3.505 0.438
H -3.699 0.883 -3.695 0.035 0.054 0.098
P -6.663 2.335 -2.163 0.485 7.430 2.804
C 4.026 -3.197 -2.326 2.012 -0.240 -0.620
H 2.394 -1.742 6.797 0.134 0.041 -0.196
H 3.110 -4.427 4.459 -0.022 0.374 -0.287
H 2.209 -0.038 7.183 0.038 0.033 0.065
H 6.157 1.069 5.641 -0.077 -0.194 0.042
H -5.485 5.312 -2.908 0.177 0.038 0.299
C 1.901 -0.828 6.485 0.840 0.019 0.451
H 4.021 0.062 -0.622 -0.454 -1.697 -0.832
S 0.534 -3.513 -4.202 0.009 0.525 0.565
N -6.865 3.732 -3.146 -1.036 0.703 -1.549
H 2.017 1.652 5.358 -0.129 0.202 0.041
H 4.193 0.759 -5.222 -0.470 -1.458 1.273
N -4.968 2.287 -2.730 -0.282 -3.971 -2.538
H -4.447 3.404 0.391 0.037 0.081 0.078
S 4.518 -1.628 -5.649 -0.841 -0.051 0.157
O -1.113 0.412 -2.572 1.563 -2.940 -1.077
O 5.528 -1.139 -2.689 -1.885 1.502 -0.627
B -1.501 -0.791 -1.864 -0.086 0.059 -0.696
H -6.870 5.352 -1.767 0.028 0.090 0.074
H 2.317 -3.780 2.486 0.038 0.157 0.268
C 4.706 -1.848 -1.725 -1.181 -1.005 2.174
C -8.127 3.754 -3.902 -0.226 -0.284 0.176
H 0.440 0.842 5.175 0.071 -0.013 0.087
H 3.476 -3.026 -3.311 0.547 -0.103 1.397
H 4.572 -1.947 6.612 -0.126 0.011 -0.150
H -4.060 4.132 -2.135 -0.244 -0.070 0.031
H -6.311 1.650 1.351 0.027 0.185 -0.104
C -3.826 3.107 -2.403 -0.078 0.294 0.910
N 2.984 -2.374 3.933 -0.654 -1.445 -1.283
H 5.430 -2.227 -0.906 -1.007 0.748 -1.444
H -3.233 2.684 -1.581 0.042 -0.012 0.051
C 4.950 -0.937 6.500 -0.118 -0.169 0.272
H -8.951 4.145 -3.294 -0.127 -0.088 -0.091
C 3.303 -3.431 4.876 -0.205 0.042 0.548


21
Properties=species:S:1:pos:R:3:forces:R:3 method="wB97M-V/def2-TZVPD" homo_energy_ev="-7.61 / -7.61" energy_ha=-1069.8973 e_above_lowest_kj_mol=797.7 mol_weight_g_mol=160.3
C -1.955 -2.181 -1.026 2.321 -1.366 0.383
H 2.123 -0.872 -2.402 -0.139 0.547 0.201
H -2.591 -1.531 -1.597 -0.029 -0.227 -0.511
C -0.199 2.267 1.143 1.706 -0.855 0.756
H -1.122 -2.873 -1.420 -1.958 1.072 0.443
C 2.866 -0.649 -1.601 -0.866 -1.570 0.558
S -1.763 -1.796 0.553 -1.418 1.559 -0.830
H 3.404 -0.381 1.476 -0.026 0.186 -0.826
C 2.633 0.335 1.156 0.576 -3.389 -2.254
C 0.461 0.778 -0.693 0.323 -2.556 0.616
H -3.639 -0.306 0.271 -0.835 0.210 -1.099
C -2.870 -0.612 0.910 1.819 -1.622 0.449
H 0.629 2.027 1.837 -0.824 0.284 -0.565
H -0.908 2.980 1.329 -1.380 1.855 1.380
S 1.661 -0.299 -0.074 1.074 3.185 -0.844
H -2.606 0.012 1.714 0.065 0.315 1.162
H -1.188 2.046 -0.676 -0.235 -0.014 0.150
H -0.084 0.207 -1.425 0.314 -0.194 -0.712
H 2.376 0.872 1.969 -1.714 2.031 2.107
C -0.387 1.705 -0.033 1.116 -0.247 -0.919
H 3.158 -1.728 -1.410 0.111 0.796 0.356


23
Properties=species:S:1:pos:R:3:forces:R:3 method="wB97M-V/def2-TZVPD" homo_energy_ev=-7.93 energy_ha=-893.9594 e_above_lowest_kj_mol=105.5 mol_weight_g_mol=176.2
H 1.980 1.205 0.592 0.695 0.112 0.628
H -1.381 -1.515 1.409 -0.374 0.348 1.188
H 2.497 0.408 2.095 -0.461 0.843 -0.087
H 1.843 2.140 2.072 -1.040 -1.738 -0.122
C 0.489 0.327 1.504 -3.036 -2.046 0.996
H -0.721 -3.713 -1.784 1.225 2.717 1.577
C 1.707 1.077 1.665 3.021 1.378 -1.158
H -2.189 -0.100 -0.401 0.821 2.140 -0.845
S -2.042 -3.709 0.581 -0.180 -0.105 -0.163
O 0.114 0.024 -2.099 1.435 -3.391 -2.235
C 0.349 -0.691 0.628 1.415 1.090 -0.452
H -0.377 0.363 2.228 1.054 0.378 -0.624
C -0.405 0.801 -1.401 -3.130 1.951 0.595
H 0.256 -2.101 -1.626 -0.927 -0.937 -0.196
O 0.183 1.914 -1.081 2.872 2.333 0.745
H 1.070 -0.917 -0.230 -0.833 0.363 1.722
N -0.790 -1.464 0.620 0.892 -0.200 -0.478
C -1.814 0.906 -0.868 -2.141 -1.050 -0.157
H 1.152 1.851 -1.292 -1.206 0.124 -0.101
N -0.385 -2.818 -1.242 0.481 -1.214 -1.898
H -2.600 1.151 -1.706 1.761 -0.287 1.455
C -0.968 -2.592 -0.078 -1.496 -1.904 0.034
H -1.720 1.747 -0.140 -0.848 -0.905 -0.426